ORCA calculation (the ωB97M-V functional and the def2-TZVPD basis) on a structure of composition C12H20Br27N2O3P.

Geometry (Å):
C  -3.095  -2.462  2.900
O  -4.064  -1.498  2.692
C  -3.737  -0.677  1.674
C  -3.972  -1.275  0.358
N  -5.138  -0.683  -0.235
P  -2.463  -1.029  -0.596
N  -1.349  -1.808  0.125
O  -2.222  0.504  -0.734
O  -2.648  -1.612  -2.043
H  -3.524  -3.209  3.429
H  -2.729  -2.852  2.026
H  -2.331  -2.063  3.445
H  -4.336  0.133  1.752
H  -2.762  -0.348  1.741
H  -4.059  -2.304  0.411
H  -5.813  -0.637  0.466
H  -5.507  -1.302  -0.885
H  -0.610  -1.257  0.395
H  -1.493  0.712  -0.236
H  -2.652  -2.514  -1.914
C  1.071  -1.008  -3.656
Br  0.914  -0.075  -1.985
Br  2.527  -0.316  -4.703
Br  1.183  -2.914  -3.458
H  0.168  -0.814  -4.199
C  3.079  -1.741  1.289
Br  4.627  -1.775  2.419
Br  2.648  -3.489  0.662
Br  1.579  -0.909  2.172
H  3.320  -1.142  0.433
C  6.477  -3.859  -1.433
Br  4.740  -3.329  -2.068
Br  7.703  -2.381  -1.421
Br  6.403  -4.727  0.275
H  6.855  -4.582  -2.126
C  3.175  3.628  3.458
Br  2.627  4.245  1.727
Br  4.988  4.125  3.840
Br  1.965  4.206  4.834
H  3.135  2.564  3.446
C  7.712  -8.293  -1.252
Br  7.248  -8.534  0.595
Br  6.268  -7.513  -2.246
Br  9.322  -7.267  -1.450
H  7.895  -9.262  -1.663
C  -4.193  1.627  4.967
Br  -4.839  1.760  6.768
Br  -5.567  2.069  3.701
Br  -2.627  2.715  4.708
H  -3.917  0.605  4.799
C  -6.181  2.929  -2.820
Br  -7.142  3.409  -1.227
Br  -6.078  4.400  -4.051
Br  -4.447  2.232  -2.402
H  -6.734  2.151  -3.301
C  0.669  3.077  -4.512
Br  -1.109  2.410  -4.239
Br  0.894  3.823  -6.265
Br  1.065  4.367  -3.143
H  1.353  2.258  -4.422
C  1.003  8.299  0.616
Br  2.022  7.212  -0.605
Br  1.116  7.662  2.422
Br  1.502  10.147  0.487
H  -0.021  8.225  0.318

The calculation puts the HOMO energy at -9.01 eV. As for the multiplicity: 1. The calculation puts the total energy at -70644.082099 hartree. The calculation puts the gap between HOMO and LUMO at 8.696 eV.

ORCA calculation (the ωB97M-V functional and the def2-TZVPD basis) on a structure of composition C27H29InNO4P2.

Geometry (Å):
C  0.288  -4.934  -1.352
C  0.764  -3.688  -1.818
C  -0.048  -2.932  -2.709
C  -1.454  -3.259  -2.895
C  -1.871  -4.505  -2.347
C  -0.994  -5.379  -1.690
C  -2.238  -2.278  -3.567
C  -1.753  -0.950  -3.703
C  -0.345  -0.742  -3.556
C  0.231  0.575  -3.694
C  -0.583  1.651  -4.078
C  -1.960  1.421  -4.336
C  -2.527  0.181  -4.079
H  0.950  -5.600  -0.793
H  -2.894  -4.831  -2.475
H  -1.286  -6.408  -1.442
H  -3.330  -2.389  -3.473
H  -0.186  2.665  -4.230
H  -2.569  2.239  -4.742
H  -3.597  0.025  -4.234
N  0.414  -1.762  -3.154
In  -3.287  -1.288  0.382
C  2.043  -3.049  -1.315
H  2.555  -2.568  -2.158
H  2.663  -3.828  -0.850
C  1.658  0.698  -3.232
H  2.242  -0.177  -3.567
H  2.121  1.648  -3.552
P  1.668  -1.670  -0.055
P  1.850  0.556  -1.338
C  0.748  1.821  -0.725
H  1.171  2.270  0.173
H  0.636  2.598  -1.481
H  -0.243  1.451  -0.478
C  3.520  1.315  -1.262
H  3.683  1.994  -2.120
H  3.566  1.895  -0.332
H  4.311  0.548  -1.263
C  0.830  -2.761  1.136
H  1.553  -3.480  1.515
H  0.421  -2.215  1.984
H  0.020  -3.294  0.646
C  3.305  -1.593  0.737
H  3.237  -0.923  1.595
H  3.567  -2.594  1.096
H  4.081  -1.232  0.058
C  -0.873  -0.385  1.650
O  -0.761  0.038  2.712
H  -2.862  -1.605  -1.056
O  -4.385  1.278  4.125
C  -3.751  2.380  3.675
C  -3.615  3.541  4.470
C  -3.141  4.727  3.863
C  -2.777  4.787  2.496
C  -2.834  3.638  1.727
C  -3.329  2.476  2.296
C  -3.331  1.295  1.388
O  -2.578  1.197  0.389
O  -4.096  0.285  1.709
H  -4.493  0.678  3.324
H  -3.840  3.510  5.538
H  -3.004  5.620  4.496
H  -2.468  5.714  2.007
H  -2.506  3.561  0.684

The calculation puts the HOMO energy (spin up / spin down) at -9.77 / -10.47 eV. As for the multiplicity: 1. Its charge is +1. The value obtained for the energy relative to the best compared isomer or geometry (same formula, charge and spin) is 0.000 eV. The calculation puts the total energy at -2274.503167 hartree. The calculation puts the gap between HOMO and LUMO (spin up / spin down) at 5.395 / 6.645 eV.

ORCA calculation (the ωB97M-V functional and the def2-TZVPD basis) on a structure of composition H12O6.

Geometry (Å):
O  0.482  -1.560  1.249
H  -0.266  -2.144  1.122
H  0.349  -0.857  0.612
O  -0.703  -1.425  -2.023
H  -0.836  -2.117  -1.375
H  0.248  -1.348  -2.101
O  0.944  1.196  -0.904
H  1.880  1.349  -0.780
H  0.809  1.286  -1.847
O  -1.837  0.621  0.776
H  -1.199  0.335  0.121
H  -1.391  0.498  1.614
O  -0.097  -0.094  -0.079
H  -0.383  -0.606  -0.835
H  0.599  0.468  -0.419
O  0.375  1.318  1.972
H  1.150  1.132  1.442
H  -0.125  1.948  1.453

The calculation puts the HOMO energy at -9.03 eV. As for the multiplicity: 1. The value obtained for the energy relative to the best compared isomer or geometry (same formula, charge and spin) is 10.014 eV. The calculation puts the total energy at -458.304458 hartree. The calculation puts the gap between HOMO and LUMO at 8.218 eV.

ORCA calculation (the ωB97M-V functional and the def2-TZVPD basis) on an isolated molecule of C6H7NO2.

Geometry (Å):
N  -0.680  2.231  0.150
C  -1.309  1.242  0.200
C  -2.073  0.002  -0.152
C  -1.134  -1.003  -0.350
C  0.277  -0.995  -0.243
C  1.121  -0.546  0.741
C  2.135  0.379  -0.047
O  3.294  -0.016  -0.140
O  1.700  1.603  -0.509
H  -2.759  -0.458  0.715
H  -2.804  0.545  -0.877
H  -1.456  -1.908  -1.043
H  0.921  -1.474  -0.978
H  0.234  -0.149  1.226
H  1.658  -1.408  1.253
H  0.877  1.957  0.053

The calculation puts the HOMO energy at -9.15 eV. As for the multiplicity: 1. Its SMILES is N#CC/C=C\CC(=O)O. The value obtained for the energy relative to the best compared isomer or geometry (same formula, charge and spin) is 4.401 eV. The calculation puts the total energy at -437.906053 hartree. The calculation puts the gap between HOMO and LUMO at 9.121 eV.

ORCA calculation (the ωB97M-V functional and the def2-TZVPD basis) on an isolated molecule of C3H4FNS.

Geometry (Å):
N  -1.290  2.037  -0.233
C  -0.685  1.129  0.172
C  0.156  0.003  0.540
S  1.915  0.007  -0.049
C  -0.485  -1.273  -0.145
F  -1.859  -1.080  -0.043
H  0.119  -0.205  1.632
H  1.667  0.058  -1.282
H  -0.202  -2.297  0.278
H  -0.387  -1.361  -1.223

The calculation puts the HOMO energy at -10.26 eV. As for the multiplicity: 1. Its SMILES is N#C[C@H](S)CF. The value obtained for the energy relative to the best compared isomer or geometry (same formula, charge and spin) is 0.612 eV. The calculation puts the total energy at -669.476614 hartree. The calculation puts the gap between HOMO and LUMO at 10.792 eV.

ORCA calculation (the ωB97M-V functional and the def2-TZVPD basis) on a structure of composition C38H58AsClCsN5O4Si3Te.

Geometry (Å):
Cs  -0.620  1.303  -1.832
Cl  -4.159  -4.378  -0.532
C  -2.619  -3.633  -0.803
C  -1.478  -4.402  -0.941
C  -0.275  -3.746  -1.145
C  -0.272  -2.361  -1.195
N  -1.377  -1.627  -1.058
C  -2.535  -2.251  -0.878
H  -1.537  -5.481  -0.893
H  0.647  -4.298  -1.269
H  0.653  -1.815  -1.349
H  -3.427  -1.640  -0.785
C  4.359  -0.106  -3.359
Si  4.566  -0.889  -1.667
C  6.289  -0.493  -1.023
C  4.334  -2.751  -1.770
As  2.826  -0.116  -0.284
Si  3.088  -1.234  1.756
C  2.240  -0.209  3.085
C  4.858  -1.605  2.269
C  2.131  -2.845  1.570
Si  3.416  2.103  0.214
C  3.742  2.987  -1.413
C  1.888  2.867  0.997
C  4.896  2.327  1.353
H  4.881  -0.698  -4.117
H  4.803  0.893  -3.379
H  3.311  -0.008  -3.660
H  7.040  -0.937  -1.683
H  6.460  -0.879  -0.017
H  6.468  0.584  -1.001
H  5.029  -3.194  -2.489
H  3.316  -2.981  -2.094
H  4.500  -3.240  -0.807
H  2.771  0.719  3.311
H  2.178  -0.791  4.011
H  1.224  0.046  2.777
H  5.455  -0.693  2.343
H  5.357  -2.272  1.563
H  4.863  -2.094  3.248
H  1.079  -2.630  1.362
H  2.180  -3.436  2.490
H  2.511  -3.466  0.756
H  2.986  2.747  -2.165
H  4.715  2.718  -1.831
H  3.740  4.069  -1.257
H  1.002  2.357  0.614
H  1.820  3.932  0.761
H  1.883  2.759  2.085
H  5.798  1.900  0.909
H  4.742  1.847  2.322
H  5.080  3.390  1.532
Te  -2.667  3.525  0.933
C  -3.908  4.953  -0.031
C  -3.660  5.339  -1.344
C  -4.503  6.241  -1.981
C  -5.600  6.760  -1.309
C  -5.849  6.382  0.004
C  -5.004  5.485  0.643
C  -4.010  1.936  0.546
C  -4.609  1.261  1.604
C  -5.508  0.233  1.352
C  -5.817  -0.120  0.045
C  -5.218  0.552  -1.011
C  -4.310  1.574  -0.762
H  -2.806  4.938  -1.877
H  -4.303  6.534  -3.004
H  -6.260  7.459  -1.806
H  -6.702  6.787  0.534
H  -5.201  5.197  1.668
H  -4.373  1.539  2.625
H  -5.975  -0.288  2.179
H  -6.520  -0.920  -0.152
H  -5.448  0.278  -2.033
H  -3.838  2.093  -1.589
C  -0.409  2.554  4.418
N  -0.959  1.217  4.445
C  -0.433  0.400  5.529
C  -1.336  0.640  3.241
N  -1.058  1.115  2.077
N  -2.077  -0.514  3.354
C  -2.301  -1.283  2.145
C  -3.146  -0.616  4.333
H  -0.460  2.972  5.423
H  -0.993  3.190  3.754
H  0.642  2.569  4.098
H  -0.841  0.729  6.487
H  0.659  0.484  5.576
H  -0.684  -0.645  5.379
H  -0.355  1.845  2.143
H  -1.392  -1.306  1.549
H  -3.103  -0.858  1.531
H  -2.577  -2.302  2.423
H  -3.127  -1.592  4.825
H  -4.121  -0.504  3.846
H  -3.049  0.159  5.088
O  -1.036  0.071  -4.319
C  0.121  -0.397  -4.204
O  1.137  0.222  -3.804
C  0.289  -1.898  -4.440
C  -0.811  -2.678  -4.781
C  -0.702  -4.056  -4.862
C  0.529  -4.638  -4.596
C  1.647  -3.885  -4.279
C  1.513  -2.508  -4.204
N  0.649  -6.101  -4.637
O  1.733  -6.589  -4.379
O  -0.340  -6.747  -4.925
H  -1.757  -2.183  -4.955
H  -1.547  -4.681  -5.112
H  2.590  -4.376  -4.087
H  2.369  -1.897  -3.947

The calculation puts the HOMO energy at -8.23 eV. As for the multiplicity: 1. The value obtained for the energy relative to the best compared isomer or geometry (same formula, charge and spin) is 0.000 eV. The calculation puts the total energy at -5910.216809 hartree. The calculation puts the gap between HOMO and LUMO at 8.129 eV.

ORCA calculation (the ωB97M-V functional and the def2-TZVPD basis) on a structure of composition C42H49Cl2N3O6P2Sr.

Geometry (Å):
Sr  0.595  0.909  -0.532
C  -3.354  -0.815  -0.961
P  -1.747  -0.862  -0.062
C  -2.419  -0.572  1.611
N  -3.675  -0.888  1.796
C  -4.167  -0.880  3.049
C  -5.519  -1.188  3.294
C  -5.968  -1.265  4.583
C  -5.099  -1.048  5.668
C  -3.783  -0.738  5.461
C  -3.296  -0.627  4.145
N  -2.031  -0.222  3.922
C  -1.606  -0.125  2.692
P  0.019  0.684  2.385
C  1.030  -0.306  3.552
C  -0.205  2.304  3.349
C  -0.912  2.212  4.698
C  -0.979  3.208  2.389
C  1.192  2.887  3.575
C  -1.400  -2.720  0.113
C  -0.187  -2.838  1.034
C  -2.561  -3.529  0.684
C  -1.064  -3.234  -1.286
H  -4.050  -1.558  -0.578
H  -3.191  -0.959  -2.027
H  -3.778  0.175  -0.792
H  -6.168  -1.364  2.449
H  -7.003  -1.506  4.780
H  -5.486  -1.124  6.673
H  -3.103  -0.552  6.277
H  0.513  -0.444  4.501
H  1.988  0.186  3.700
H  1.220  -1.271  3.088
H  -1.973  2.014  4.584
H  -0.797  3.157  5.227
H  -0.488  1.424  5.312
H  -1.949  2.768  2.145
H  -0.409  3.328  1.468
H  -1.141  4.191  2.831
H  1.682  2.397  4.412
H  1.117  3.952  3.798
H  1.816  2.770  2.691
H  -0.452  -2.533  2.048
H  0.631  -2.209  0.685
H  0.168  -3.868  1.073
H  -2.830  -3.202  1.685
H  -2.271  -4.576  0.738
H  -3.442  -3.462  0.053
H  -0.216  -2.699  -1.705
H  -1.913  -3.112  -1.956
H  -0.810  -4.292  -1.246
O  1.182  -0.945  -1.795
C  1.920  -0.652  -2.986
C  2.297  0.896  -3.001
O  3.199  1.260  -3.731
O  1.566  1.585  -2.253
C  3.146  -1.533  -3.026
C  3.084  -2.787  -3.622
C  4.187  -3.618  -3.621
C  5.364  -3.211  -3.016
C  5.426  -1.972  -2.401
C  4.321  -1.139  -2.399
C  1.028  -0.774  -4.185
C  1.581  -0.867  -5.461
C  0.766  -0.938  -6.575
C  -0.612  -0.906  -6.439
C  -1.167  -0.775  -5.178
C  -0.355  -0.697  -4.059
H  1.845  -0.974  -1.087
H  2.166  -3.103  -4.096
H  4.126  -4.588  -4.093
H  6.233  -3.855  -3.036
H  6.342  -1.657  -1.924
H  4.381  -0.166  -1.933
H  2.654  -0.876  -5.572
H  1.210  -1.023  -7.557
H  -1.248  -0.977  -7.310
H  -2.243  -0.741  -5.065
H  -0.788  -0.573  -3.074
Cl  7.612  1.468  1.836
C  5.994  1.021  1.406
C  5.619  -0.328  1.467
C  4.332  -0.665  1.156
Cl  3.824  -2.315  1.211
C  3.329  0.289  0.787
O  2.150  -0.092  0.545
C  3.767  1.648  0.711
C  2.878  2.709  0.334
O  1.662  2.676  0.215
C  5.099  1.980  1.022
H  6.333  -1.084  1.756
H  3.391  3.679  0.179
H  5.401  3.015  0.984
C  -3.868  3.780  -2.680
N  -2.696  3.500  -1.886
C  -2.236  4.533  -0.985
C  -2.115  2.305  -1.899
O  -1.262  1.924  -1.113
H  -3.934  4.848  -2.883
H  -4.773  3.476  -2.143
H  -3.824  3.239  -3.624
H  -2.092  5.464  -1.533
H  -1.282  4.212  -0.570
H  -2.951  4.698  -0.176
H  -2.501  1.646  -2.695

The calculation puts the HOMO energy at -7.81 eV. As for the multiplicity: 1. The value obtained for the energy relative to the best compared isomer or geometry (same formula, charge and spin) is 2.079 eV. The calculation puts the total energy at -3879.485677 hartree. The calculation puts the gap between HOMO and LUMO at 7.132 eV.

ORCA calculation (the ωB97M-V functional and the def2-TZVPD basis) on an isolated molecule of C3H6N2O.

Geometry (Å):
N  2.514  -0.725  -1.212
C  1.564  -0.539  -0.578
C  0.367  -0.280  0.260
N  0.349  1.025  0.907
C  -0.899  -0.426  -0.600
O  -2.062  -0.054  0.093
H  0.361  -1.041  1.051
H  1.251  1.245  1.319
H  0.143  1.757  0.233
H  -0.779  0.200  -1.498
H  -0.998  -1.468  -0.927
H  -1.812  0.307  0.952

The calculation puts the HOMO energy at -10.75 eV. As for the multiplicity: 1. Its SMILES is N#C[C@@H](N)CO. The value obtained for the energy relative to the best compared isomer or geometry (same formula, charge and spin) is 1.416 eV. The calculation puts the total energy at -302.641060 hartree. The calculation puts the gap between HOMO and LUMO at 11.421 eV.

The highest total energy belongs to which entry? C3H6N2O